Version w
H22O11 | wB97M-V/def2-TZVPD

Computed properties:
**Highest occupied orbital energy**: -0.3593 Ha
**2S+1**: 1
**Kohn-Sham gap**: 9.62 eV
**LUMO energy**: -0.16 eV

Element x y z (Å)
O 20.3106 2.9851 -5.1905
H 19.4965 3.3110 -4.8068
H 20.0626 2.1663 -5.6198
O 19.5916 4.4377 -8.4750
H 20.5238 4.5506 -8.6610
H 19.4731 3.4901 -8.4090
O 17.5347 2.2211 -6.4275
H 17.0351 2.4228 -5.6364
H 18.3457 1.8276 -6.1054
O 21.7150 2.9699 -7.8428
H 21.6364 3.8831 -8.1186
H 21.8037 2.4792 -8.6599
O 19.0596 2.6045 -8.0399
H 18.1198 2.7705 -8.1142
H 19.2546 2.0030 -8.7584
O 22.5585 3.3902 -6.0054
H 22.8758 4.2802 -6.1589
H 21.6557 3.3991 -6.3233
O 19.7856 0.4112 -8.3584
H 20.6328 0.5966 -7.9534
H 19.8064 0.8887 -9.1877
O 22.2882 0.7646 -4.9915
H 21.7377 1.2213 -5.6275
H 21.6703 0.3965 -4.3599
O 18.9419 1.2984 -5.2693
H 19.7971 0.9167 -5.4671
H 18.5606 0.7088 -4.6188
O 22.0451 0.5309 -7.5951
H 22.1512 -0.2670 -7.0770
H 21.4813 1.0906 -7.0612
O 20.5978 1.7578 -6.8977
H 19.7099 2.0823 -7.0483
H 21.1666 2.4451 -7.2445

Version x
H22O11 | wB97M-V/def2-TZVPD

Computed properties:
**SMILES**: O.O.O.O.O.O.O.O.O.O.O
**Highest occupied orbital energy**: -0.4057 Ha
**2S+1**: 1
**Kohn-Sham gap**: 10.54 eV
**LUMO energy**: -0.49 eV

Element x y z (Å)
O 1.1093 -0.3527 0.8007
H 0.7857 0.3917 1.3205
H 1.0072 -0.0628 -0.1129
O 0.9266 -0.3996 -2.2246
H 0.6732 -1.3020 -1.9999
H 0.0987 0.0925 -2.1874
O 3.9996 -0.8906 -2.4505
H 4.2737 -1.7951 -2.2618
H 3.0376 -0.9212 -2.3978
O -2.3465 1.6768 -1.8356
H -1.4200 1.7220 -1.5737
H -2.6322 2.5972 -1.8466
O 1.1195 -1.0209 -4.9506
H 0.6051 -0.7633 -5.7239
H 0.7703 -0.4687 -4.2421
O -2.0182 -2.5957 -3.5014
H -2.2360 -3.2762 -2.8546
H -1.5436 -1.9301 -2.9908
O -0.3552 2.0616 4.9353
H -1.2006 2.3604 5.2890
H -0.5275 1.1578 4.6480
O 0.5146 -2.1494 4.1584
H -0.0843 -2.5009 3.4900
H 1.1611 -2.8526 4.2870
O 1.4201 4.5335 3.0395
H 2.3135 4.2751 3.2927
H 1.3536 4.2719 2.1143
O -1.7566 -3.5490 1.0985
H -1.7559 -3.7857 2.0328
H -2.4092 -2.8426 1.0360
O -2.3962 2.6610 0.7397
H -1.4363 2.6823 0.6548
H -2.5708 3.1511 1.5511

Version y
H22O11 | wB97M-V/def2-TZVPD

Computed properties:
**SMILES**: O.O.O.O.O.O.O.O.O.O.O
**Highest occupied orbital energy**: -0.3830 Ha
**2S+1**: 1
**Kohn-Sham gap**: 9.88 eV
**LUMO energy**: -0.54 eV

Element x y z (Å)
O -3.7845 8.6969 15.4452
H -4.6200 8.2123 15.2848
H -3.1435 8.2945 14.8507
O -5.4529 5.2117 22.1405
H -5.9319 5.2605 21.3011
H -4.5245 5.2192 21.8840
O -6.7068 4.8603 19.5099
H -6.8375 5.0197 18.5520
H -7.5899 4.9276 19.8907
O -5.7452 10.0702 18.5613
H -5.3455 9.2123 18.3529
H -5.4496 10.2647 19.4583
O -2.7032 5.2271 20.3377
H -1.8212 5.0682 20.6937
H -2.5550 5.4647 19.4165
O -6.0418 7.0908 15.3084
H -6.5159 7.4802 16.0615
H -6.5975 7.2837 14.5392
O -2.1952 8.9377 19.9477
H -1.9718 8.3678 20.6917
H -2.6332 8.3538 19.3162
O -4.9948 7.2116 18.3383
H -4.8236 6.6111 17.6037
H -5.2741 6.6341 19.0683
O -4.8923 3.7803 16.0860
H -4.7589 3.5370 15.1621
H -4.0258 4.0695 16.3920
O -7.4066 8.6865 20.7885
H -8.3587 8.5825 20.6923
H -7.0436 8.4418 19.9284
O -7.2838 5.0254 16.8029
H -7.2971 5.7482 16.1575
H -6.5037 4.4845 16.5492

Version z
H22O11 | wB97M-V/def2-TZVPD

Computed properties:
**SMILES**: O.O.O.O.O.O.O.O.O.O.O
**Highest occupied orbital energy**: -0.4191 Ha
**2S+1**: 1
**Kohn-Sham gap**: 11.30 eV
**LUMO energy**: -0.11 eV

Element x y z (Å)
O -12.0485 -7.7383 -8.9495
H -12.4162 -8.5600 -8.6244
H -12.1557 -7.7867 -9.8995
O -7.8354 -7.0745 -13.8719
H -7.8743 -6.2572 -13.3751
H -8.6281 -7.5475 -13.6182
O -16.5121 -11.9273 -11.9051
H -17.1558 -12.2947 -11.2993
H -16.9827 -11.2294 -12.3609
O -9.6600 -8.9616 -17.8585
H -9.3061 -9.8461 -17.7651
H -10.0879 -8.7847 -17.0208
O -10.3762 -10.0748 -12.8532
H -9.8134 -10.0376 -12.0799
H -10.3090 -10.9805 -13.1556
O -16.2422 -5.8585 -12.1328
H -15.6335 -6.4764 -12.5376
H -15.6834 -5.1616 -11.7889
O -12.6858 -5.4464 -14.5435
H -12.3534 -5.1589 -15.3938
H -13.0384 -6.3212 -14.7070
O -13.8993 -8.9914 -13.5714
H -14.3911 -9.8073 -13.4785
H -12.9814 -9.2632 -13.5720
O -13.9667 -14.5235 -11.9154
H -14.5083 -15.3081 -12.0008
H -14.5945 -13.8098 -11.8026
O -17.0900 -8.8672 -8.8251
H -17.9610 -8.9961 -8.4497
H -17.1232 -9.3181 -9.6688
O -18.9164 -9.2047 -12.8937
H -18.6059 -8.3105 -12.7518
H -19.8687 -9.1426 -12.8194

Most stable of them? version y.

Version w
H22O11 | wB97M-V/def2-TZVPD

Computed properties:
**SMILES**: O.O.O.O.O.O.O.O.O.O.O
**Highest occupied orbital energy**: -0.3855 Ha
**2S+1**: 1
**Kohn-Sham gap**: 9.83 eV
**LUMO energy**: -0.66 eV

Element x y z (Å)
O -0.0241 -0.4830 3.3085
H 0.3892 -1.2452 2.8848
H -0.4665 -0.0046 2.5920
O -2.9553 -1.1446 -1.1772
H -2.7775 -1.5648 -0.3275
H -2.8053 -0.2001 -1.0155
O -0.1114 -0.3335 0.4903
H -0.4131 -0.2046 -0.4226
H 0.3865 0.4699 0.7055
O -0.3975 -3.7073 -1.6182
H 0.4062 -3.4268 -2.0682
H -0.9264 -2.9008 -1.5437
O 0.6364 -0.6427 -2.3034
H 0.6202 0.2312 -2.7128
H 0.8851 -1.2340 -3.0253
O 3.3564 0.5442 -1.4622
H 2.4038 0.3709 -1.5022
H 3.5744 1.0071 -2.2785
O 0.6778 2.4580 -0.0788
H 1.0005 2.7943 -0.9251
H 1.4503 2.4582 0.5144
O 0.5576 -3.2393 1.1119
H 0.4338 -3.7244 0.2808
H 0.2956 -2.3267 0.9429
O -1.7193 1.5016 -1.1119
H -0.9511 2.0709 -0.9193
H -1.9727 1.7075 -2.0208
O 1.5335 1.8262 2.5300
H 1.3833 1.0984 3.1589
H 1.6892 2.6128 3.0620
O -1.8357 1.8898 1.9374
H -1.5567 1.6950 1.0313
H -2.7671 1.6463 1.9623

Version x
H22O11 | wB97M-V/def2-TZVPD

Computed properties:
**SMILES**: O.O.O.O.O.O.O.O.O.O.O
**Highest occupied orbital energy**: -0.3996 Ha
**2S+1**: 1
**Kohn-Sham gap**: 10.75 eV
**LUMO energy**: -0.12 eV

Element x y z (Å)
O -3.2861 -0.9943 -1.8068
H -2.4984 -0.5944 -1.5105
H -3.7148 -0.5898 -2.4980
O -3.5904 1.7968 0.3406
H -4.3713 1.9247 0.8133
H -3.8439 1.8895 -0.4957
O 1.8084 3.6160 -2.3485
H 1.0189 3.0105 -2.5213
H 2.4025 3.2477 -1.5840
O -0.4905 3.1137 0.4406
H -1.4385 2.6653 0.2524
H -0.8024 4.0156 0.8244
O 4.2091 -1.9918 -2.0922
H 4.8859 -1.3305 -1.7438
H 4.3125 -1.9758 -3.0612
O 0.4916 -4.2808 -1.4446
H 1.4264 -3.7888 -1.6323
H -0.1763 -3.8908 -1.9028
O -2.8276 -1.6925 3.2230
H -2.8597 -1.2551 2.4426
H -2.9836 -2.6356 3.2595
O 1.3810 -1.3276 -2.7319
H 0.5878 -1.4509 -2.0468
H 2.1962 -1.7520 -2.3192
O 0.1830 1.5841 2.8944
H 0.6541 1.9286 2.1917
H 0.2387 2.2363 3.6555
O -0.1262 -0.6344 0.4679
H 0.3374 -0.0307 0.9932
H -0.9499 -0.2996 0.4968
O 2.9171 -0.2451 2.8138
H 2.0096 -0.1972 2.7594
H 2.8994 -0.0709 3.8705

Most stable of them? version w.

Version w
H22O11 | wB97M-V/def2-TZVPD

Computed properties:
**SMILES**: O.O.O.O.O.O.O.O.O.O.O
**Highest occupied orbital energy**: -0.3851 Ha
**2S+1**: 1
**Kohn-Sham gap**: 9.99 eV
**LUMO energy**: -0.49 eV

Element x y z (Å)
O -0.5697 2.7653 -0.5235
H -0.8598 2.6123 0.3658
H -1.1251 3.4603 -0.9051
O -2.7453 -0.4949 0.3592
H -3.5158 -1.0886 0.1408
H -2.4075 -0.1019 -0.4601
O 0.6000 -0.1301 -0.1751
H -0.2299 0.1510 -0.5811
H 0.5566 0.0844 0.7298
O 0.0546 0.4417 -4.0846
H 0.2886 1.2004 -4.6947
H -0.3161 0.8391 -3.3497
O 0.9005 -0.1199 2.5646
H 1.8134 0.1830 2.5324
H 0.9943 -0.9877 2.9824
O -0.5303 -2.4920 -0.5532
H 0.0983 -3.0846 -0.1314
H -0.1867 -1.6003 -0.4846
O 2.3323 -1.0793 -2.5241
H 1.4906 -1.1654 -2.9641
H 2.1799 -0.3713 -1.9113
O -1.6288 -1.6226 2.8060
H -1.7396 -1.2472 1.9378
H -1.4271 -2.5296 2.6260
O 0.3555 2.2756 3.7160
H 0.4996 1.4883 3.2616
H 0.9914 2.8674 3.2660
O 3.4158 -1.1417 0.6703
H 2.9777 -0.3429 0.3646
H 2.7046 -1.6908 0.8548
O -1.4633 0.5929 -1.8765
H -1.4407 1.4579 -1.4067
H -2.0683 0.8713 -2.5522

Version x
H22O11 | wB97M-V/def2-TZVPD

Computed properties:
**SMILES**: O.O.O.O.O.O.O.O.O.O.O
**Highest occupied orbital energy**: -0.3592 Ha
**2S+1**: 1
**Kohn-Sham gap**: 9.49 eV
**LUMO energy**: -0.28 eV

Element x y z (Å)
O 0.3154 -0.0031 -0.2707
H 0.1064 -0.8861 -0.5467
H -0.1016 0.0309 0.6343
O -0.3376 2.5189 1.6363
H -0.8406 1.8369 1.1793
H 0.4044 2.8029 1.1073
O -2.8606 -0.6931 -0.9377
H -3.1156 -0.2321 -1.7367
H -1.9556 -1.0121 -1.1497
O -0.5716 -2.3851 -1.2917
H -1.0686 -3.2241 -1.0687
H -0.8366 -2.3561 -2.2197
O 3.0534 -0.6771 -1.7257
H 3.9254 -0.6871 -2.1807
H 2.5464 -1.3201 -2.2287
O 1.5214 -2.6201 0.4303
H 1.2004 -3.0991 -0.3237
H 1.8964 -1.8431 0.0403
O 2.0834 2.3949 -0.0507
H 2.9904 2.1909 -0.0527
H 1.6304 1.5749 -0.1767
O 1.4284 -0.5351 2.2933
H 1.7324 -0.0591 3.0773
H 1.6034 -1.4761 2.3943
O -2.5716 1.7749 0.2163
H -3.3326 2.2849 0.3603
H -2.8266 0.8509 0.2823
O -1.3366 -0.4521 1.8433
H -2.0036 -0.3191 2.4853
H -0.5146 -0.5071 2.3073
O -0.6746 2.1909 -1.8127
H -1.3306 2.3829 -1.1877
H -0.1586 1.5509 -1.3257

Version y
H22O11 | wB97M-V/def2-TZVPD

Computed properties:
**SMILES**: O.O.O.O.O.O.O.O.O.O.O
**Highest occupied orbital energy**: -0.3300 Ha
**2S+1**: 1
**Kohn-Sham gap**: 8.34 eV
**LUMO energy**: -0.64 eV

Element x y z (Å)
O 3.0833 -32.3299 26.9874
H 2.3835 -32.2583 27.5335
H 3.8079 -32.0149 27.4152
O 5.2918 -31.4391 28.3852
H 5.7237 -30.6129 28.0726
H 5.9168 -32.2293 28.0156
O 4.4843 -33.7880 25.2262
H 3.7526 -33.2212 25.8393
H 5.3351 -33.7862 25.7336
O 5.1024 -34.9823 28.8519
H 5.2238 -34.1698 29.4264
H 5.0613 -35.8415 29.2345
O 6.1413 -33.2531 27.0389
H 5.9626 -33.9129 27.8595
H 7.0542 -33.3494 26.8472
O 7.5799 -30.1648 25.3618
H 6.8621 -30.5149 24.9948
H 7.2302 -29.7618 26.1645
O 8.5429 -31.7005 26.7518
H 7.9785 -31.1867 26.1509
H 8.4080 -31.2867 27.5633
O 6.7739 -29.0760 27.8233
H 7.6538 -29.5301 28.1132
H 6.9592 -28.1586 27.9604
O 4.8706 -32.3220 30.5855
H 3.7960 -32.5217 30.7003
H 4.9631 -31.5729 29.9664
O 8.4345 -30.3879 28.8334
H 8.4094 -30.6611 29.8428
H 9.4356 -30.0093 28.5616
O 5.4185 -28.6666 30.8872
H 5.0973 -27.8345 30.5478
H 5.6534 -29.2497 30.0899

Most stable of them? version x.

Version w
C4H12NO2 | wB97M-V/def2-TZVPD

Computed properties:
**Highest occupied orbital energy**: -0.1007 Ha
**Charge**: -1
**2S+1**: 1
**Kohn-Sham gap**: 6.76 eV
**LUMO energy**: 4.02 eV

Element x y z (Å)
C 1.6920 0.8089 -2.1839
C 0.2498 0.9772 -1.6573
N -0.0323 0.4084 -0.3809
C 0.4286 1.0570 0.8293
C -0.0036 0.1804 2.0244
O -0.2543 -1.1217 1.7155
H 1.8002 1.4552 -3.0547
H 1.7823 -0.1994 -2.5991
H 2.4864 0.9014 -1.4422
H -0.0394 2.0310 -1.6146
H -0.3811 0.4243 -2.3508
H -0.2198 -0.5495 -0.1288
H 0.0205 2.0893 0.8874
H 1.5166 1.2806 0.7628
H 0.7566 0.2718 2.8400
H -0.8836 0.6882 2.5035
H -1.4822 -2.5965 0.3788
H -2.0589 -1.2775 0.1788
O -2.0572 -2.1423 -0.2498

Version x
C4H12NO2 | wB97M-V/def2-TZVPD

Computed properties:
**Highest occupied orbital energy**: -0.0984 Ha
**Charge**: -1
**2S+1**: 1
**Kohn-Sham gap**: 6.66 eV
**LUMO energy**: 3.98 eV

Element x y z (Å)
C -0.1225 0.8890 -1.7403
C 0.3883 -0.2200 -0.7896
C 1.9264 -0.1388 -0.6643
N -0.3776 -0.1581 0.4694
C 0.3277 0.3828 1.6840
O 1.2070 -0.4677 2.2074
H -1.0149 0.4881 -2.2149
H -0.3825 1.7765 -1.1837
H 0.5804 1.0630 -2.5587
H 0.2083 -1.1613 -1.3163
H 2.2138 -0.9875 -0.0411
H 2.4246 -0.0936 -1.6211
H 2.2065 0.6712 -0.0086
H -0.5207 -1.1184 0.7844
H 0.7998 1.3547 1.4432
H -0.5111 0.5929 2.3765
H -3.5767 -0.0165 -0.1207
H -2.0803 -0.3137 -0.3094
O -2.9434 -0.3393 -0.7868

Most stable of them? version x.